Entry 1:
Here is a structure of composition C5H7NO from the OMol25 dataset. Energies are from ωB97M-V/def2-TZVPD.

```
14
Properties=species:S:1:pos:R:3
C 1.382 -0.872 1.167
C -0.382 -0.721 0.295
N 0.698 0.561 0.385
C -0.718 0.738 0.473
C -1.283 0.883 -0.935
C -0.701 -0.527 -1.189
O -0.609 -1.218 -2.166
H 1.440 -1.900 0.808
H 1.031 -0.847 2.195
H 2.389 -0.434 1.108
H 1.120 0.759 -0.521
H -1.105 1.215 1.369
H -0.964 1.737 -1.542
H -2.376 0.817 -0.952
```

Results
spin multiplicity = 1
molar mass = 97.1 g mol⁻¹
Kohn-Sham gap = 0.323 hartree

Entry 2:
Here is a structure of composition C5H7NO2 at a distorted geometry from the OMol25 dataset. Energies are from ωB97M-V/def2-TZVPD.

```
15
Properties=species:S:1:pos:R:3
C -1.306 0.146 -0.216
C 0.560 -1.542 0.273
C -0.811 0.962 -1.322
C -0.017 -0.168 0.556
C 0.882 1.312 -0.470
N -0.002 0.348 1.794
O -1.108 1.355 -2.392
O 1.927 0.879 -0.911
H 0.818 -0.007 2.298
H 0.779 2.333 -0.058
H -1.957 0.764 0.411
H -1.859 -0.733 -0.568
H -0.143 -2.311 0.600
H 0.732 -1.680 -0.798
H 1.506 -1.658 0.803
```

Results
spin multiplicity = 1
molar mass = 113.1 g mol⁻¹
Kohn-Sham gap (spin up / spin down) = 0.276 / 0.276 hartree

Entry 3:
Here is the molecule C5H7NO2 at a distorted geometry from the OMol25 dataset. Energies are from ωB97M-V/def2-TZVPD.

```
15
Properties=species:S:1:pos:R:3
C -0.140 0.036 0.013
C -0.990 -0.148 1.275
C -0.944 -0.141 -1.272
C 1.096 -0.901 0.000
C 1.783 1.124 -0.010
O 0.482 1.335 0.017
N 2.219 -0.074 -0.023
O 1.073 -2.096 0.009
H 2.421 1.994 -0.017
H -1.998 -0.455 1.014
H -1.041 0.794 1.816
H -0.555 -0.904 1.925
H -1.290 -1.169 -1.329
H -0.320 0.068 -2.140
H -1.795 0.536 -1.277
```

Results
SMILES = CC1(C)OC=NC1=O
spin multiplicity = 1
molar mass = 113.1 g mol⁻¹
Kohn-Sham gap = 0.387 hartree

Entry 4:
Here is a cluster of 2 separate species, C5H7NO2 in total at a distorted geometry from the OMol25 dataset. Energies are from ωB97M-V/def2-TZVPD.

```
15
Properties=species:S:1:pos:R:3
C -0.789 -1.341 0.338
C 2.596 1.518 1.117
C 1.507 0.522 1.226
C -2.628 -0.655 -1.142
C -1.596 -0.416 -0.091
N 1.749 1.188 -0.035
O -0.212 -2.346 0.613
O 2.148 -0.315 0.025
H 2.256 2.514 1.519
H 3.668 1.454 1.055
H -3.668 -0.375 -0.755
H -2.571 -1.714 -1.605
H -2.546 0.031 -1.884
H -1.350 0.665 0.148
H 1.437 -0.730 -0.528
```

Results
spin multiplicity = 1
molar mass = 113.1 g mol⁻¹
Kohn-Sham gap = 0.353 hartree

Entry 5:
Here is the molecule C5H7NO2 at a distorted geometry from the OMol25 dataset. Energies are from ωB97M-V/def2-TZVPD.

```
15
Properties=species:S:1:pos:R:3
C -0.745 -0.636 2.548
C 0.994 0.293 -0.168
C 0.592 -0.627 -1.432
C -0.499 0.311 -1.870
C -0.600 1.376 -1.100
H -1.780 -0.962 3.009
H 0.083 -0.549 3.295
H 2.202 0.421 -0.058
H 0.245 -1.670 -0.961
H 1.725 -0.687 -1.907
H -1.390 0.137 -2.296
H -1.359 2.120 -1.170
N -0.522 -0.624 1.224
O 0.684 -0.316 1.060
O 0.371 1.415 -0.173
```

Results
SMILES = C=NO[C@H]1CC=CO1
spin multiplicity = 1
molar mass = 113.1 g mol⁻¹
Kohn-Sham gap = 0.363 hartree

Entry 6:
Here is the molecule C5H7NO2 at a distorted geometry from the OMol25 dataset. Energies are from ωB97M-V/def2-TZVPD.

```
15
Properties=species:S:1:pos:R:3
C -0.675 -0.332 0.080
C -0.120 -1.537 0.922
C 0.376 -1.235 -0.441
C 1.517 0.767 0.246
C -0.024 1.014 0.246
H -2.455 0.422 -0.060
H 0.448 -1.448 1.823
H -0.911 -2.234 1.079
H 0.103 -2.162 -1.068
H 1.540 -0.239 -1.716
H 2.099 1.811 0.015
H 1.871 0.406 1.240
N 1.681 -0.456 -0.619
O -1.998 -0.317 -0.492
O -0.615 2.139 0.080
```

Results
SMILES = O=C1CN[C@H]2C[C@@]12O
spin multiplicity = 1
molar mass = 113.1 g mol⁻¹
Kohn-Sham gap = 0.367 hartree

Entry 7:
Here is a cluster of 2 separate species, C5H7NO2 in total at a distorted geometry from the OMol25 dataset. Energies are from ωB97M-V/def2-TZVPD.

```
15
Properties=species:S:1:pos:R:3
C 0.512 -0.903 -0.049
C -0.316 -0.692 0.966
C 3.470 -0.030 0.069
C 0.056 0.111 -0.936
C -2.375 0.348 -0.293
N -0.942 0.447 0.203
O 3.218 1.081 0.184
O 3.699 -1.157 -0.027
H 1.432 -1.403 -0.132
H -0.880 -1.184 1.712
H 0.720 0.953 -1.158
H -2.304 1.044 -1.000
H -2.623 -0.599 -0.743
H -2.989 0.692 0.463
H -0.677 1.290 0.742
```

Results
spin multiplicity = 1
molar mass = 113.1 g mol⁻¹
Kohn-Sham gap = 0.281 hartree

Entry 8:
Here is a cluster of 2 separate species, C5H7NO2 in total at a distorted geometry from the OMol25 dataset. Energies are from ωB97M-V/def2-TZVPD.

```
15
Properties=species:S:1:pos:R:3
C 0.414 -0.833 0.579
C -1.037 -0.466 0.481
C -1.291 0.515 -0.507
C -0.164 1.556 -0.118
C 1.046 0.492 0.304
H 1.985 -0.291 -1.050
H 0.676 -1.275 1.464
H -1.182 -0.015 1.436
H -2.967 0.168 0.441
H -0.929 -0.126 -1.373
H 0.462 2.256 -0.857
H -0.694 2.250 0.642
N -2.438 -0.390 -0.153
O 1.011 -1.509 -0.587
O 2.226 0.532 0.079
```

Results
spin multiplicity = 1
molar mass = 113.1 g mol⁻¹
Kohn-Sham gap = 0.317 hartree

Entry 9:
Here is a structure of composition C5H7NO2 at a distorted geometry from the OMol25 dataset. Energies are from ωB97M-V/def2-TZVPD.

```
15
Properties=species:S:1:pos:R:3
C 1.974 -0.584 0.528
C -0.985 0.426 -0.903
C 0.796 0.061 -0.103
C -0.548 0.111 0.387
N -1.148 -0.669 1.311
C -0.151 1.490 -1.328
O 1.108 1.160 -0.871
O -2.279 0.385 -1.302
H -2.653 -0.512 -1.275
H -2.086 -1.024 1.171
H -0.627 -1.035 2.100
H -0.275 2.438 -1.833
H 2.792 0.124 0.689
H 2.346 -1.403 -0.093
H 1.735 -0.968 1.523
```

Results
spin multiplicity = 1
molar mass = 113.1 g mol⁻¹
Kohn-Sham gap = 0.268 hartree

Entry 10:
Here is the molecule C5H7NO2 at a distorted geometry from the OMol25 dataset. Energies are from ωB97M-V/def2-TZVPD.

```
15
Properties=species:S:1:pos:R:3
C -0.098 1.711 -0.407
C -0.538 0.414 -2.308
C 1.077 1.325 0.436
C -0.163 0.391 0.341
C 0.536 -1.747 -0.603
N -0.220 1.475 -1.784
O -0.738 -0.260 -3.234
O -0.284 -0.597 -0.571
H -0.701 2.669 -0.159
H 1.982 1.138 0.062
H 1.077 1.849 1.321
H -0.694 0.336 1.292
H 0.057 -2.471 -1.207
H 0.938 -2.190 0.353
H 1.588 -1.541 -1.065
```

Results
SMILES = CO[C@H]1C[C@H]1N=C=O
spin multiplicity = 1
molar mass = 113.1 g mol⁻¹
Kohn-Sham gap = 0.370 hartree

Entry 11:
Here is the molecule C5H7NO2 at a distorted geometry from the OMol25 dataset. Energies are from ωB97M-V/def2-TZVPD.

```
15
Properties=species:S:1:pos:R:3
C -2.759 -0.391 -0.298
C -0.311 -0.102 0.296
C 0.918 0.480 0.004
C 2.170 -0.079 0.453
C 0.618 1.870 -0.214
H -3.552 0.210 -0.663
H -2.818 -1.203 -1.017
H -3.021 -0.915 0.641
H -0.123 -1.160 0.928
H 2.160 -0.975 1.266
H 2.732 0.752 1.014
H 2.344 -1.265 -1.377
N 0.230 3.029 -0.194
O -1.492 0.304 -0.097
O 2.906 -0.555 -0.740
```

Results
SMILES = CO/C=C(\C#N)CO
spin multiplicity = 1
molar mass = 113.1 g mol⁻¹
Kohn-Sham gap = 0.354 hartree

Entry 12:
Here is the molecule C5H7NO2 at a distorted geometry from the OMol25 dataset. Energies are from ωB97M-V/def2-TZVPD.

```
15
Properties=species:S:1:pos:R:3
C 0.808 -0.673 -0.217
C 0.241 0.045 1.052
C 0.224 0.493 -0.972
C -1.291 0.395 -0.671
C -1.269 0.099 0.785
H 2.405 0.242 0.211
H 0.539 -1.691 -0.555
H 0.607 0.053 2.085
H 0.625 0.925 -1.890
H -2.077 1.087 -1.079
H -2.876 -1.001 -0.209
H -1.996 0.572 1.473
N -1.788 -0.975 -0.143
O 2.235 -0.666 -0.085
O 0.641 1.227 0.222
```

Results
SMILES = O[C@H]1[C@H]2O[C@@H]1[C@H]1N[C@H]12
spin multiplicity = 1
molar mass = 113.1 g mol⁻¹
Kohn-Sham gap = 0.386 hartree

no.,E (eV)
1,-8829.70632
2,-10879.72320
3,-10883.50404
4,-10875.57652
5,-10877.92893
6,-10880.62726
7,-10879.48464
8,-10873.90353
9,-10879.78045
10,-10880.54934
11,-10879.22575
12,-10879.67300